Record 1
{"formula": "C6H9NO", "method": "ωB97M-V with the def2-TZVPD basis set", "elements": ["N", "C", "C", "C", "C", "C", "C", "O", "H", "H", "H", "H", "H", "H", "H", "H", "H"], "xyz": [[2.2709, -0.3804, -0.2314], [1.1318, -0.1774, 0.3898], [0.6904, 1.1602, 0.6718], [-0.3326, 1.4016, -0.4695], [-1.2288, 0.1069, -0.5932], [-1.2616, -0.6610, 0.7640], [0.0531, -1.2283, 0.3264], [-0.3145, -0.9542, -1.0557], [2.7663, 0.4877, -0.5124], [2.3762, -1.1660, -0.8789], [-0.0519, 1.2732, 1.5025], [-0.9305, 2.2660, -0.1359], [-0.0306, 1.5430, -1.5392], [-2.0930, 0.1692, -1.2851], [-2.0959, -1.4000, 0.7418], [-1.3359, -0.2104, 1.7571], [0.3867, -2.2298, 0.5476]], "atomic_forces_ev_per_a": [[0.952, 0.256, -1.328], [-1.124, 1.435, 0.895], [-0.283, 0.088, -0.253], [-0.912, -0.044, -1.174], [0.902, 0.357, 0.645], [-2.166, -0.591, 0.659], [0.631, 0.077, -0.107], [-0.061, -0.328, -0.543], [-0.421, -0.713, 0.514], [-0.081, 0.236, 0.496], [1.114, -0.759, -0.130], [0.036, -0.246, -0.481], [0.370, 0.282, 0.918], [0.339, 0.020, 0.666], [0.831, 0.128, -0.205], [0.136, 0.405, -0.418], [-0.265, -0.604, -0.154]], "nbo_charge": [-0.7191, 0.3936, -0.6180, -0.4165, 0.0803, -0.4441, 0.0023, -0.5185, 0.4123, 0.3924, 0.1799, 0.2161, 0.2012, 0.2009, 0.2222, 0.2214, 0.1936], "homo_energy_ev": -6.7, "total_energy_ev": -9900.917, "e_lumo_ha": 0.0296, "homo_lumo_gap_ev": 7.5, "relative_energy_kj_mol": 452.24}

Record 2
{"formula": "C12H15F7NO9S", "method": "ωB97M-V with the def2-TZVPD basis set", "elements": ["O", "S", "O", "C", "C", "N", "C", "C", "O", "C", "F", "F", "C", "F", "F", "F", "H", "H", "H", "H", "H", "H", "H", "H", "H", "C", "C", "O", "C", "O", "O", "F", "H", "H", "H", "C", "C", "O", "C", "O", "O", "F", "H", "H", "H"], "xyz": [[-1.4185, 1.8726, -1.8245], [-0.5293, 1.9907, -0.7120], [0.6406, 2.7957, -0.7175], [-0.0378, 0.2886, -0.2668], [-0.2735, -0.6581, -1.4315], [-0.1464, -2.0261, -0.8283], [1.0895, -2.2354, 0.0333], [1.7816, -0.9464, 0.5624], [1.3172, 0.2955, 0.0323], [-1.5279, 2.5793, 0.7851], [-1.0642, 3.7778, 1.0808], [-1.2824, 1.7438, 1.8047], [-3.0683, 2.6719, 0.5776], [-3.5380, 1.5768, -0.0317], [-3.3614, 3.7471, -0.1417], [-3.6501, 2.7514, 1.7736], [-0.6336, -0.0368, 0.5927], [0.5373, -0.5339, -2.1491], [-1.2365, -0.5574, -1.9231], [-0.1838, -2.7402, -1.5558], [-0.9764, -2.1724, -0.2440], [1.7923, -2.8329, -0.5420], [0.7551, -2.8403, 0.8725], [1.7025, -0.9272, 1.6521], [2.8372, -0.9908, 0.3060], [-4.3365, -1.1879, 2.1023], [-3.6459, -1.8627, 0.9339], [-2.9683, -2.9315, 1.5244], [-3.6020, -3.2456, 2.7230], [-3.3683, -4.2087, 3.3522], [-4.5018, -2.2836, 3.0034], [-2.6725, -1.0659, 0.3520], [-3.6801, -0.4422, 2.5558], [-5.2982, -0.7466, 1.8626], [-4.3002, -2.2182, 0.1378], [4.4685, 2.1850, -1.2470], [5.2084, 1.6848, -2.4753], [5.6904, 0.4144, -2.0513], [4.9137, -0.0261, -1.0414], [4.8929, -1.1381, -0.6174], [4.1085, 0.9596, -0.5944], [6.2504, 2.4677, -2.8080], [5.1518, 2.7432, -0.6061], [3.5781, 2.7709, -1.4517], [4.5858, 1.5384, -3.3600]], "atomic_forces_ev_per_a": [[-0.089, 0.078, -0.129], [-0.091, -0.065, 0.144], [0.132, 0.126, -0.111], [0.083, -0.244, 0.132], [0.229, 0.062, -0.054], [-0.140, 0.000, 0.173], [0.176, -0.045, -0.018], [-0.020, 0.010, 0.199], [-0.019, -0.147, -0.103], [-0.092, 0.002, -0.277], [0.070, 0.297, 0.135], [0.060, -0.261, 0.201], [-0.039, 0.097, -0.140], [0.071, 0.065, 0.079], [0.027, -0.335, 0.136], [0.033, 0.127, -0.113], [-0.153, 0.203, -0.014], [-0.093, 0.006, -0.071], [-0.055, -0.072, 0.119], [0.078, 0.010, 0.004], [-0.002, 0.041, -0.042], [-0.031, 0.107, -0.145], [0.058, -0.047, -0.015], [-0.156, 0.062, -0.025], [-0.015, -0.073, 0.056], [0.089, 0.007, 0.016], [0.098, -0.148, 0.060], [-0.176, -0.176, -0.072], [0.045, 0.139, -0.030], [0.037, -0.022, 0.034], [-0.022, 0.017, 0.087], [-0.055, 0.072, -0.058], [-0.005, 0.044, -0.059], [-0.057, -0.101, 0.028], [0.040, 0.123, -0.081], [0.108, 0.049, 0.119], [-0.068, -0.081, -0.019], [-0.097, -0.075, -0.082], [-0.044, 0.115, -0.050], [0.000, -0.059, -0.007], [0.012, 0.062, 0.008], [0.075, 0.015, 0.091], [0.003, 0.049, -0.038], [-0.061, -0.098, -0.030], [0.054, 0.065, -0.037]], "nbo_charge": [-0.8991, 2.0887, -0.8558, -0.1773, -0.2578, -0.4992, -0.2665, -0.1091, -0.4849, 0.3910, -0.2682, -0.3085, 0.9213, -0.3113, -0.2798, -0.2937, 0.2256, 0.2443, 0.2689, 0.4459, 0.4512, 0.2447, 0.2410, 0.2000, 0.2656, -0.1306, 0.4390, -0.5295, 0.9686, -0.5057, -0.4642, -0.3790, 0.2088, 0.2307, 0.1738, -0.1337, 0.4480, -0.4795, 0.9771, -0.5899, -0.4942, -0.3096, 0.2141, 0.2236, 0.1551], "charge": 1, "homo_energy_ev": -14.1, "total_energy_ev": -62454.543, "e_lumo_ha": -0.1216, "homo_lumo_gap_ev": 10.8}